Molecular formula: C18H20N8NdO2
Method: DFT, ωB97M-V/def2-TZVPD

Each line ends with the Mulliken charge.
Atoms and positions in Å:
Nd (-0.013305, -1.512854, 0.451485)  1.594
C (0.442027, -3.636227, 2.753421)  -1.804
C (0.176534, -2.368302, 3.525671)  1.338
C (0.003690, -2.340295, 4.896910)  -0.850
C (-0.304845, -1.135446, 5.503563)  -0.636
C (-0.444501, 0.019182, 4.737734)  -0.619
C (-0.235238, -0.068356, 3.379956)  0.739
N (0.080911, -1.238217, 2.801082)  -0.302
C (-0.412590, 1.082807, 2.446216)  0.539
C (-0.714163, 2.349051, 2.929821)  -0.627
C (-1.018923, 3.356937, 2.044055)  -1.102
C (-0.975982, 3.099059, 0.679855)  -0.629
C (-0.595255, 1.846963, 0.253440)  0.029
N (-0.308060, 0.845375, 1.118256)  -0.059
C (-0.425903, 1.646237, -1.227502)  2.249
C (0.157216, 2.699272, -1.952406)  -1.372
C (0.515604, 2.531764, -3.250293)  -1.117
C (0.556994, 1.243975, -3.871681)  -0.934
C (1.065635, -0.054169, -3.264818)  1.023
C (1.564622, -1.080954, -4.263947)  -1.922
N (-0.857696, 0.550490, -1.870222)  0.579
H (0.614558, -4.489007, 3.405446)  0.418
H (1.342314, -3.558119, 2.134068)  0.399
H (-0.424945, -3.922406, 2.145023)  0.427
H (0.096753, -3.249948, 5.475086)  0.455
H (-0.454570, -1.088795, 6.574819)  0.486
H (-0.718634, 0.945895, 5.217507)  0.367
H (-0.743447, 2.540199, 3.991374)  0.398
H (-1.296818, 4.339141, 2.404250)  0.490
H (-1.254816, 3.864214, -0.029724)  0.610
H (0.283226, 3.654754, -1.466368)  0.598
H (0.727720, 3.401428, -3.864453)  0.510
H (0.536377, 1.215583, -4.953020)  0.608
H (1.139780, -0.931378, -5.255808)  0.493
H (1.313308, -2.100108, -3.961970)  0.542
H (2.646728, -0.997667, -4.377341)  0.387
N (2.019045, -1.151818, -1.312675)  -0.629
N (1.789759, 0.099297, -2.026648)  0.077
C (-0.411573, 0.158545, -3.185158)  -0.092
N (-1.341306, -0.611579, -3.861775)  -0.378
N (-1.261261, -0.624465, -1.221131)  -0.764
N (-2.256069, -0.509699, -0.316447)  1.000
O (-2.186230, -1.572953, 0.476318)  -0.596
O (-2.998963, 0.394420, -0.168297)  -0.467
H (2.864357, -0.993148, -0.767259)  0.303
H (2.288194, -1.879791, -1.976433)  0.291
H (2.685122, 0.538766, -2.219926)  0.397
H (-1.018678, -1.138711, -4.657562)  0.274
H (-2.236704, -0.168941, -4.022492)  0.278

Atoms 1-2, force components in eV/Å:
2.808 -1.701 0.793
-0.010 0.115 0.038

The expectation value of S² is 3.75. Its gap between HOMO and LUMO (spin up / spin down) is 0.27715 / 0.27673 Eh. The calculation puts the LUMO energy (spin up / spin down) at -10.5 / -10.5 eV. The spin multiplicity is 4. As for the charge: +3.



Molecular formula: C18H20O10
Method: DFT, ωB97M-V/def2-TZVPD

Each line ends with the Mulliken charge.
Atoms and positions in Å:
C (-0.260604, 1.102104, 4.441687)  -0.916
C (-0.147604, 1.910104, 3.169687)  0.280
C (0.717396, 1.465104, 2.103687)  1.045
O (0.991396, 2.030104, 1.061687)  -0.584
C (1.453396, 0.125104, 2.265687)  -0.925
C (1.297396, -0.648896, 3.601687)  0.528
C (0.492396, -0.050896, 4.745687)  0.508
O (0.453396, -0.641896, 5.803687)  -0.569
O (1.781396, -1.859896, 3.885687)  -0.485
O (-0.798604, 3.071104, 2.871687)  -0.578
H (-0.759604, 1.632104, 5.195687)  0.472
H (2.030396, -0.310896, 1.534687)  0.455
H (2.142396, -2.236896, 2.987687)  0.371
H (-0.641604, 3.325104, 1.977687)  0.383
C (-0.605604, 3.835104, -3.351313)  -0.555
C (0.305396, 2.704104, -3.896313)  0.233
C (0.379396, 1.441104, -3.125313)  0.362
O (1.184396, 0.602104, -3.486313)  -0.599
C (-0.303604, 1.372104, -1.775313)  0.331
C (-1.286604, 2.453104, -1.411313)  0.303
C (-1.424604, 3.707104, -2.183313)  0.272
O (-2.194604, 4.607104, -1.892313)  -0.568
O (-1.802604, 2.503104, -0.136313)  -0.479
O (0.975396, 2.968104, -5.031313)  -0.511
H (-0.564604, 4.851104, -4.003313)  0.244
H (-0.150604, 0.421104, -1.190313)  0.277
H (-1.781604, 1.744104, 0.533687)  0.507
H (1.407396, 2.156104, -5.318313)  0.330
C (1.847396, -3.661896, -3.135313)  -1.249
C (1.311396, -2.547896, -2.166313)  0.761
O (0.189396, -2.390896, -1.869313)  -0.463
C (2.366396, -1.736896, -1.356313)  -0.791
H (1.088396, -4.428896, -3.508313)  0.300
H (2.768396, -4.024896, -2.848313)  0.395
H (1.895396, -3.065896, -3.946313)  0.359
H (3.039396, -2.506896, -0.811313)  0.370
H (2.006396, -0.841896, -0.850313)  -0.045
H (2.996396, -1.120896, -2.009313)  0.349
C (-2.111604, -1.826896, 2.650687)  -0.572
C (-2.254604, -1.213896, 1.292687)  0.587
O (-2.052604, 0.059104, 1.060687)  -0.613
C (-2.465604, -2.128896, 0.055687)  -1.031
H (-3.151604, -2.385896, 3.023687)  0.336
H (-1.782604, -0.967896, 3.135687)  0.020
H (-1.128604, -2.550896, 2.641687)  0.198
H (-1.839604, -1.730896, -0.716313)  0.216
H (-3.505604, -2.113896, -0.186313)  0.358
H (-2.105604, -3.089896, 0.163687)  0.385

Atoms 1-2, force components in eV/Å:
0.005 5.259 -5.403
-1.548 -1.157 3.846

Its gap between HOMO and LUMO is 0.24295 Eh. The calculation puts the LUMO energy at -1.9 eV. Its SMILES is O=C1C=C(O)C(=O)C=C1O.O=C1C=C(O)C(=O)C=C1O.CC(C)=O.CC(C)=O.



Molecular formula: C18H21BClI2N2O3
Method: DFT, ωB97M-V/def2-TZVPD

Each line ends with the Mulliken charge.
Atoms and positions in Å:
C (3.080044, 4.041370, 2.810438)  -1.264
C (2.615546, 2.820880, 2.110080)  0.635
I (3.557995, 1.029075, 2.738499)  0.084
C (1.689447, 2.718455, 1.169333)  -1.671
I (0.662908, 4.407859, 0.439731)  0.178
C (1.263980, 1.452321, 0.554666)  0.131
C (1.948162, 0.879459, -0.522310)  -0.009
C (3.178206, 1.511773, -1.132170)  -0.983
O (2.930321, 2.079783, -2.400863)  -0.265
O (1.578336, 2.552104, -2.404769)  -0.260
C (1.465008, -0.288943, -1.054268)  -0.478
N (0.355296, -0.886719, -0.574666)  0.951
B (-0.111248, -2.154904, -1.296048)  0.057
O (-1.351053, -2.140586, -1.854517)  -0.434
N (0.832112, -3.201688, -1.395113)  -0.030
C (1.624603, -3.429797, -0.161991)  -0.980
C (0.254407, -4.475012, -1.865202)  -1.170
C (-0.322332, -0.396567, 0.475172)  -0.017
C (-1.543024, -1.078418, 0.999769)  -2.195
C (-2.804023, -0.326053, 0.619882)  0.864
C (-2.909776, 0.464076, -0.519310)  -0.020
C (-4.087418, 1.156711, -0.790916)  -0.853
C (-5.175741, 1.085343, 0.067443)  -0.473
C (-5.077848, 0.280553, 1.200150)  -0.629
C (-3.903582, -0.411687, 1.473659)  -0.439
C (0.141110, 0.788597, 1.048768)  1.675
Cl (-0.674268, 1.453866, 2.403826)  -0.180
H (2.650160, 4.946765, 2.402282)  0.393
H (4.164907, 4.079951, 2.769048)  0.360
H (2.813816, 3.992810, 3.864214)  0.334
H (3.897908, 0.719903, -1.314344)  0.416
H (3.576245, 2.243122, -0.434901)  0.339
H (1.570458, 3.076535, -3.215143)  0.321
H (1.956872, -0.764686, -1.886050)  0.753
H (-1.918246, -2.856624, -1.553804)  0.342
H (1.045101, -3.330519, 0.755634)  0.311
H (2.062286, -4.419530, -0.184806)  0.411
H (2.457900, -2.734815, -0.099393)  0.285
H (1.067314, -5.140380, -2.140510)  0.386
H (-0.374070, -4.340294, -2.735740)  0.386
H (-0.302563, -4.985752, -1.077529)  0.411
H (-1.467401, -1.038042, 2.082566)  0.735
H (-1.588088, -2.133010, 0.737440)  0.600
H (-2.068924, 0.532710, -1.193329)  0.363
H (-4.121306, 1.763221, -1.684005)  0.397
H (-6.088219, 1.628853, -0.110437)  0.429
H (-5.918660, 0.225339, 1.872767)  0.403
H (-3.869596, -1.013007, 2.371554)  0.404

Atoms 1-2, force components in eV/Å:
0.230 -0.116 0.291
-0.087 -0.286 -0.037

Its gap between HOMO and LUMO is 0.28629 Eh. The calculation puts the LUMO energy at -3.9 eV. Its SMILES is C/C(I)=C(\I)c1c(COO)c[n+](B(O)N(C)C)c(Cc2ccccc2)c1Cl. As for the charge: +1.